[1]
15
Properties=species:S:1:pos:R:3 method="wB97M-V/def2-TZVPD" max_force_ev_per_a=11.7 energy_ev=-9301.817 orbital_gap_ev=4.70 e_above_lowest_kcal_mol=105.5 lumo_energy_ev=-2.00
O -1.803 1.269 -1.873
N -4.180 1.301 -1.909
N 0.598 -0.322 0.474
C -2.948 1.281 -1.885
C -0.772 -0.293 0.431
C 1.331 0.713 1.201
C 1.331 -1.383 -0.214
H 1.106 -1.352 -1.279
H 2.408 -1.281 -0.080
H -1.310 -1.031 -0.124
H 1.018 -2.352 0.174
H -1.310 0.497 0.909
H 2.408 0.550 1.156
H 1.105 1.689 0.775
H 1.019 0.714 2.245

***

[2]
15
Properties=species:S:1:pos:R:3 method="wB97M-V/def2-TZVPD" max_force_ev_per_a=3.3 energy_ev=-9300.569 orbital_gap_ev=8.86 e_above_lowest_kcal_mol=134.3 lumo_energy_ev=0.89
O -1.428 -1.569 -1.489
N 0.338 0.178 1.305
N -0.218 -0.869 1.997
C 1.008 1.243 0.943
C -0.419 -1.541 -0.407
C 0.753 1.818 -0.393
C -0.703 -0.586 0.728
H -0.319 2.064 -0.496
H 1.643 1.525 1.733
H -1.625 0.012 0.442
H -0.283 -2.586 -0.050
H 1.316 2.837 -0.543
H 0.508 -1.072 -0.940
H 1.073 0.979 -1.051
H -1.646 -2.436 -1.777

***

[3]
15
Properties=species:S:1:pos:R:3 method="wB97M-V/def2-TZVPD" max_force_ev_per_a=3.6 energy_ev=-9299.664 orbital_gap_ev="9.00 / 8.42" e_above_lowest_kcal_mol=155.2 lumo_energy_ev="0.15 / 0.00"
O -1.345 -0.758 -1.774
N -0.602 -0.744 1.717
N -1.212 0.354 -0.948
C -0.166 0.172 -0.112
C 0.140 -1.297 0.671
C 1.146 0.740 -0.679
C -0.428 0.629 1.437
H -2.106 -0.532 -2.325
H 1.241 -1.305 0.721
H 1.384 0.215 -1.605
H 1.954 0.599 0.041
H -1.297 1.241 1.690
H -0.228 -2.254 0.301
H 0.494 1.138 1.753
H 1.027 1.802 -0.889

***

[4]
15
Properties=species:S:1:pos:R:3 method="wB97M-V/def2-TZVPD" max_force_ev_per_a=5.1 energy_ev=-9301.888 orbital_gap_ev="8.12 / 8.12" e_above_lowest_kcal_mol=103.9 lumo_energy_ev="0.87 / 0.87"
O 2.693 0.812 0.058
N 0.375 -0.785 0.834
N 1.019 -1.846 0.522
C -0.933 -0.343 -1.205
C -0.948 1.219 0.854
C 3.285 0.514 -0.891
C -0.504 -0.043 0.173
H -1.810 0.056 -1.531
H -0.279 -0.111 -2.061
H -2.040 1.479 0.600
H 0.837 -0.519 1.709
H 0.636 -2.386 -0.205
H -1.072 -1.531 -1.286
H -0.543 2.206 0.410
H -0.716 1.280 2.019

***

[5]
15
Properties=species:S:1:pos:R:3 method="wB97M-V/def2-TZVPD" max_force_ev_per_a=0.4 energy_ev=-9304.668 orbital_gap_ev=10.27 smiles="NC(=O)CN1CC1" e_above_lowest_kcal_mol=39.8 lumo_energy_ev=0.97
O -2.278 0.988 -1.766
N -0.006 1.213 -1.809
N 0.398 -0.404 0.181
C 0.856 -1.397 1.120
C -1.007 -0.114 -0.048
C 1.090 0.051 1.366
C -1.177 0.747 -1.305
H 1.656 -2.033 0.749
H 0.132 -1.898 1.763
H 2.064 0.506 1.197
H -1.500 0.411 0.785
H 0.509 0.514 2.164
H -0.018 1.670 -2.707
H -1.565 -1.040 -0.220
H 0.845 0.786 -1.470

***

[6]
15
Properties=species:S:1:pos:R:3 method="wB97M-V/def2-TZVPD" max_force_ev_per_a=4.7 energy_ev=-9301.152 orbital_gap_ev=9.18 e_above_lowest_kcal_mol=120.9 lumo_energy_ev=0.77
O 0.522 -1.743 -1.553
N -1.344 -1.482 0.274
N -0.668 -0.946 1.381
C -0.292 -0.717 -1.157
C 0.302 0.383 -0.294
C -0.341 0.441 1.048
C 1.097 1.392 -0.685
H 0.220 -1.538 1.566
H 0.917 -2.263 -0.748
H -1.059 -0.540 -2.005
H 0.467 0.782 1.897
H 1.245 2.257 -0.107
H 1.307 1.654 -1.705
H -2.323 -1.064 0.074
H -1.119 1.201 1.021